{
  "formula": "C18H55CaN9O4P3",
  "method": "ωB97M-V with the def2-TZVPD basis set",
  "symbols": ["Ca", "O", "H", "O", "P", "N", "C", "C", "N", "C", "C", "N", "C", "C", "H", "H", "H", "H", "H", "H", "H", "H", "H", "H", "H", "H", "H", "H", "H", "H", "H", "H", "O", "P", "N", "C", "C", "N", "C", "C", "N", "C", "C", "H", "H", "H", "H", "H", "H", "H", "H", "H", "H", "H", "H", "H", "H", "H", "H", "H", "H", "O", "P", "N", "C", "C", "N", "C", "C", "N", "C", "C", "H", "H", "H", "H", "H", "H", "H", "H", "H", "H", "H", "H", "H", "H", "H", "H", "H", "H"],
  "xyz": [[-1.419, 1.053, -2.233], [-1.417, 1.045, -0.079], [-1.230, 0.699, 0.798], [0.941, 0.748, -2.618], [2.358, 0.352, -2.420], [3.340, 1.163, -3.438], [4.774, 1.301, -3.199], [2.850, 1.652, -4.726], [2.590, -1.254, -2.611], [3.712, -1.879, -3.289], [1.805, -2.142, -1.761], [2.777, 0.693, -0.879], [1.914, 1.633, -0.119], [3.974, 0.226, -0.237], [5.193, 0.479, -2.628], [5.001, 2.223, -2.647], [5.292, 1.397, -4.153], [1.934, 1.147, -5.017], [3.560, 1.392, -5.521], [2.785, 2.742, -4.715], [3.338, -2.671, -3.936], [4.303, -1.145, -3.820], [4.387, -2.331, -2.548], [1.800, -3.140, -2.193], [2.190, -2.165, -0.733], [0.778, -1.768, -1.696], [1.872, 2.608, -0.607], [0.913, 1.233, 0.017], [2.357, 1.777, 0.867], [3.766, -0.119, 0.777], [4.767, 0.982, -0.216], [4.382, -0.630, -0.782], [-1.608, -1.174, -2.259], [-2.224, -2.533, -2.138], [-1.507, -3.587, -3.146], [-1.030, -3.149, -4.446], [-1.584, -5.034, -2.979], [-3.828, -2.440, -2.435], [-4.497, -1.143, -2.281], [-4.649, -3.639, -2.216], [-2.033, -3.226, -0.678], [-2.878, -2.773, 0.417], [-0.654, -3.547, -0.262], [-1.008, -2.065, -4.494], [-1.666, -3.541, -5.249], [-0.029, -3.555, -4.627], [-0.571, -5.455, -2.974], [-2.092, -5.492, -3.837], [-2.104, -5.310, -2.071], [-4.506, -0.590, -3.226], [-5.527, -1.285, -1.966], [-3.982, -0.515, -1.545], [-4.639, -3.961, -1.175], [-5.670, -3.440, -2.529], [-4.278, -4.435, -2.860], [-3.266, -3.629, 0.973], [-2.293, -2.180, 1.128], [-3.673, -2.133, 0.049], [-0.080, -2.644, -0.037], [-0.158, -4.155, -1.016], [-0.711, -4.170, 0.633], [-0.683, 4.058, 6.142], [-0.588, 3.282, 4.914], [-0.746, 1.668, 5.226], [-0.868, 0.658, 4.219], [-0.545, 1.233, 6.616], [0.846, 3.361, 4.079], [1.142, 4.472, 3.207], [1.986, 2.609, 4.539], [-1.702, 3.715, 3.782], [-2.650, 4.763, 4.111], [-1.723, 3.236, 2.413], [-0.420, -0.279, 4.552], [-0.326, 0.934, 3.304], [-1.910, 0.479, 3.921], [0.247, 1.791, 7.114], [-0.258, 0.179, 6.634], [-1.451, 1.330, 7.221], [1.741, 5.243, 3.712], [1.660, 4.127, 2.308], [0.221, 4.976, 2.913], [2.407, 3.044, 5.457], [1.694, 1.581, 4.746], [2.776, 2.626, 3.788], [-2.242, 5.404, 4.886], [-2.870, 5.338, 3.208], [-3.604, 4.346, 4.454], [-1.669, 4.079, 1.715], [-2.527, 2.530, 2.209], [-0.782, 2.716, 2.216]],
  "forces_ev_per_a": [[1.383, -0.908, 1.964], [-0.141, 0.158, -1.248], [-0.161, 0.136, -0.260], [-1.606, 0.479, -0.369], [0.364, 0.055, 0.498], [0.212, -0.258, -0.657], [-0.076, 0.859, 0.217], [0.717, -0.245, -0.287], [0.150, -0.344, -0.370], [0.108, -0.140, 0.696], [-0.181, 0.635, 0.170], [-0.875, 0.467, 0.571], [0.637, -0.165, 0.004], [0.492, -0.394, -0.066], [0.015, -0.164, -0.075], [-0.078, -0.096, -0.001], [0.019, -0.283, -0.023], [-0.295, 0.345, 0.247], [0.064, 0.011, 0.191], [-0.407, -0.025, -0.083], [0.182, 0.045, -0.256], [-0.148, -0.007, -0.397], [-0.055, -0.105, -0.116], [-0.022, -0.086, 0.030], [0.143, -0.241, -0.096], [0.183, -0.104, -0.206], [-0.098, 0.043, 0.017], [-0.081, 0.080, -0.134], [0.055, 0.012, -0.023], [0.010, 0.105, 0.048], [-0.087, 0.026, 0.176], [-0.074, 0.005, 0.032], [-0.250, 0.579, -0.775], [0.349, -0.013, -0.041], [0.147, -0.407, -0.110], [0.005, -0.373, -0.218], [0.324, -0.071, -0.582], [-0.823, 0.442, 0.286], [0.327, 0.211, -0.168], [0.229, 0.111, -0.461], [0.522, -0.317, 0.437], [0.346, 0.059, 0.477], [-0.523, -0.376, 0.297], [0.107, 0.007, -0.023], [-0.067, 0.132, 0.066], [0.048, 0.180, 0.072], [-0.074, -0.012, 0.140], [-0.102, 0.081, 0.100], [0.013, 0.025, 0.120], [-0.104, -0.114, -0.028], [-0.029, -0.007, 0.085], [-0.215, -0.076, 0.114], [-0.084, -0.085, 0.031], [-0.038, 0.058, 0.029], [-0.011, -0.152, 0.133], [-0.202, 0.052, -0.105], [-0.034, 0.096, -0.125], [-0.213, -0.122, 0.112], [-0.076, -0.134, 0.026], [0.068, 0.226, -0.067], [-0.007, 0.110, 0.041], [-0.142, 0.595, 0.850], [0.151, -0.560, -0.911], [0.411, -0.233, 1.109], [-0.049, -0.093, -0.723], [-0.201, -0.172, 0.078], [-0.244, -0.227, -0.754], [-0.034, 0.593, 0.295], [0.230, 0.187, 0.497], [-0.032, 0.318, -0.291], [-0.518, -0.170, -0.053], [1.134, -0.152, 0.249], [-0.120, -0.046, 0.120], [-0.005, 0.067, 0.113], [0.051, -0.132, 0.093], [-0.078, 0.111, -0.098], [0.008, 0.016, -0.143], [0.027, 0.065, -0.068], [0.153, -0.157, -0.127], [0.071, 0.041, -0.005], [0.011, -0.139, -0.072], [0.069, -0.123, -0.053], [0.115, -0.087, 0.003], [-0.047, -0.095, -0.114], [-0.080, 0.070, 0.033], [0.133, 0.149, 0.051], [0.017, 0.082, 0.075], [-0.599, -0.032, -0.056], [-0.249, 0.258, -0.197], [-0.161, -0.142, 0.040]],
  "de_lowest_kj_mol": 0.0,
  "total_charge": 1,
  "e_tot_ha": -3214.3354
}

***

{
  "formula": "C18H55Hg2O14S",
  "method": "ωB97M-V with the def2-TZVPD basis set",
  "symbols": ["Hg", "Hg", "S", "O", "O", "O", "O", "O", "H", "C", "C", "O", "H", "H", "H", "H", "H", "H", "C", "C", "O", "H", "H", "H", "H", "H", "H", "C", "C", "O", "H", "H", "H", "H", "H", "H", "C", "C", "O", "H", "H", "H", "H", "H", "H", "C", "C", "O", "H", "H", "H", "H", "H", "H", "C", "C", "O", "H", "H", "H", "H", "H", "H", "C", "C", "O", "H", "H", "H", "H", "H", "H", "C", "C", "O", "H", "H", "H", "H", "H", "H", "C", "C", "O", "H", "H", "H", "H", "H", "H"],
  "xyz": [[1.188, 1.475, -1.310], [-2.555, 1.142, -1.013], [-0.493, -0.164, 0.544], [0.790, -0.393, -0.134], [-1.543, -0.827, -0.213], [-0.543, -0.515, 1.962], [-0.792, 1.230, 0.416], [-0.756, 1.491, -2.425], [-0.429, 0.763, -2.990], [4.548, -0.217, -0.715], [4.770, 1.153, -1.387], [3.524, 1.627, -1.765], [4.294, -0.860, -1.558], [3.713, -0.164, -0.017], [5.521, -0.614, -0.424], [5.524, 1.019, -2.162], [5.292, 1.835, -0.715], [3.612, 2.565, -1.948], [3.652, 3.728, 1.763], [2.330, 3.696, 0.995], [1.927, 2.342, 0.792], [3.367, 3.395, 2.761], [4.084, 4.712, 1.580], [4.290, 2.983, 1.287], [2.562, 4.154, 0.034], [1.541, 4.307, 1.435], [1.458, 2.068, 1.583], [-4.588, -2.269, -3.238], [-4.021, -0.863, -2.941], [-3.800, -0.623, -1.585], [-5.472, -2.448, -2.625], [-3.835, -2.996, -2.934], [-4.704, -2.393, -4.314], [-4.759, -0.175, -3.353], [-3.070, -0.643, -3.426], [-3.997, -1.451, -1.139], [-1.174, -3.845, -3.996], [-1.057, -3.396, -2.523], [-0.776, -2.091, -2.275], [-0.268, -3.627, -4.561], [-1.931, -3.291, -4.551], [-1.262, -4.928, -3.912], [-0.292, -4.044, -2.095], [-1.934, -3.628, -1.918], [-1.159, -1.784, -1.450], [1.099, -3.533, 0.991], [-0.372, -3.659, 1.435], [-0.539, -2.978, 2.677], [1.748, -3.993, 1.736], [1.486, -2.554, 0.709], [1.315, -4.036, 0.049], [-0.628, -4.705, 1.599], [-1.044, -3.345, 0.636], [-0.518, -2.041, 2.471], [3.248, -0.721, -4.392], [1.782, -0.376, -4.239], [1.279, -0.391, -2.851], [3.676, -0.996, -5.356], [3.490, -1.643, -3.864], [3.880, 0.089, -4.027], [1.298, -1.180, -4.793], [1.512, 0.559, -4.728], [0.714, -1.152, -2.695], [-4.107, 0.116, 4.997], [-2.750, -0.309, 4.437], [-2.498, 0.500, 3.306], [-4.820, 0.096, 4.172], [-3.961, 1.107, 5.426], [-4.639, -0.511, 5.713], [-2.818, -1.359, 4.153], [-1.991, -0.111, 5.194], [-1.639, 0.356, 2.903], [-2.553, 3.768, 1.821], [-2.898, 4.306, 0.452], [-2.224, 3.410, -0.377], [-2.520, 4.558, 2.571], [-1.595, 3.248, 1.839], [-3.223, 2.987, 2.179], [-2.498, 5.272, 0.142], [-3.980, 4.392, 0.349], [-1.533, 3.920, -0.806], [2.367, -0.293, 3.399], [1.627, 0.897, 4.146], [0.837, 1.463, 3.161], [3.085, -0.833, 4.016], [2.871, 0.184, 2.559], [1.594, -0.903, 2.933], [2.286, 1.694, 4.489], [1.092, 0.544, 5.028], [0.287, 0.721, 2.897]],
  "forces_ev_per_a": [[-0.016, 0.518, -0.259], [0.238, 0.916, -0.832], [1.152, -0.566, -0.884], [0.507, -1.433, 1.367], [-1.433, -2.199, 0.272], [0.724, -1.723, 0.539], [-0.320, 3.506, 0.952], [0.506, 0.089, 0.272], [-0.621, 0.207, 0.121], [0.418, 0.630, -1.824], [2.046, -1.771, 2.096], [-1.323, 1.339, -1.067], [-0.526, -0.286, 0.148], [0.468, -0.247, 0.398], [-0.285, 0.109, 0.868], [-0.597, 0.074, -0.844], [-0.445, 0.294, 0.380], [0.085, 0.230, -0.264], [-1.368, -0.475, -0.703], [1.194, 0.628, -0.623], [0.087, 0.368, -1.307], [0.904, 0.549, 0.372], [0.141, -0.010, 0.938], [0.151, -0.011, 0.181], [-0.394, -0.211, -0.405], [-0.076, -0.227, 0.248], [-0.547, -0.614, 0.924], [1.573, 0.548, 0.768], [-0.771, -0.261, -2.689], [-0.737, 0.059, 1.029], [-0.310, 0.053, -0.481], [0.006, -0.252, 0.006], [-0.491, 0.050, 0.190], [0.024, 0.426, 0.327], [0.005, -0.413, -0.416], [0.187, 0.131, 0.859], [0.374, 0.930, 0.930], [-0.270, -2.310, -0.169], [1.119, 2.024, -1.323], [0.345, -0.092, 0.302], [-0.504, -0.547, 0.159], [-0.506, 0.073, -0.642], [0.456, -0.160, 0.143], [-0.608, -0.503, -0.400], [-0.061, 0.264, 0.391], [1.532, 0.216, -0.295], [-0.218, -1.291, 0.581], [0.002, -2.775, -0.982], [-0.141, 0.151, 0.098], [-0.522, 0.461, 0.699], [-0.865, -0.662, -0.028], [0.263, 0.070, 0.356], [-0.115, 1.056, 0.063], [0.037, 2.840, -0.416], [1.110, 0.125, 1.001], [-0.264, -1.245, -0.600], [1.573, 0.930, -1.578], [-0.932, 0.527, -0.628], [-0.173, 0.110, 0.631], [0.116, -0.101, 0.214], [-0.687, 0.128, 0.132], [0.033, 0.124, 0.318], [-0.590, -0.715, 0.169], [-0.136, 0.087, -0.469], [-0.675, 0.386, 0.453], [-0.919, 0.590, -0.075], [0.058, 0.634, -0.218], [-0.499, 0.072, -0.158], [0.861, -0.300, 0.362], [0.431, -0.461, -0.039], [0.279, -0.485, 0.051], [-0.145, -0.253, 0.394], [0.077, 0.574, 1.355], [-0.063, 0.626, 1.692], [-0.139, -1.454, -2.770], [-0.153, -0.073, 0.144], [0.255, 0.442, -0.249], [-0.457, 0.179, -0.153], [-0.069, 0.350, 0.852], [-0.010, -0.473, -0.618], [0.089, -0.502, -0.494], [-0.157, 1.567, 0.777], [2.207, -1.309, -0.001], [-1.349, 0.903, -0.396], [-0.224, -0.169, -0.109], [0.340, -0.098, 0.018], [0.194, -0.420, 0.395], [0.344, -0.305, 0.042], [-0.390, -0.008, -0.093], [-0.412, 0.250, -0.478]],
  "total_charge": 2,
  "e_tot_ha": -2476.3906,
  "multiplicity": 2
}